Entry from the OMol25 dataset: an isolated molecule of C4H9NO at a distorted geometry (ωB97M-V/def2-TZVPD).

```
15
Properties=species:S:1:pos:R:3
C -1.890 0.024 -0.572
C -0.878 -0.784 0.207
N 0.696 0.117 0.101
C 1.907 0.271 -0.784
C 0.580 0.854 1.205
O -0.407 0.724 1.918
H -2.196 0.925 -0.029
H -1.443 0.309 -1.521
H -2.800 -0.562 -0.771
H -1.328 -1.070 1.190
H -0.521 -1.682 -0.256
H 2.499 -0.649 -0.867
H 2.611 1.036 -0.389
H 1.670 0.601 -1.805
H 1.363 1.582 1.470
```

The calculation puts the molecular weight at 87.12 g mol⁻¹. The value obtained for the LUMO energy is 0.84 eV. The calculation puts the HOMO energy at -9.166 eV. For the relative energy (zero: lowest compared OMol25 entry of this formula, charge and spin), the calculation gives 272.74 kJ/mol. Its SMILES is CCN(C)C=O.

Atom charges from the Mulliken analysis, given in e for atoms 1 to 5: C -0.9349; C -0.2792; N -0.0816; C -0.8264; C 0.0250